Version P
DFT (wB97M-V/def2-TZVPD) results for a 6-piece molecular cluster, C18H46N2O6 overall.

Each line ends with the Löwdin charge.
Element x y z (Å)
C  -6.059  -13.720  -22.554  -0.04
C  -6.280  -15.077  -23.232  -0.53
C  -5.217  -15.279  -24.310  -0.03
C  -6.135  -16.154  -22.155  -0.14
C  -6.746  -17.496  -22.524  -0.17
C  -8.210  -17.327  -22.957  -0.14
C  -8.406  -16.288  -24.044  -0.52
C  -8.064  -16.916  -25.419  -0.01
C  -9.880  -15.901  -24.086  -0.04
N  -7.641  -15.106  -23.723  -0.10
O  -7.884  -14.039  -24.615  -0.02
H  -6.864  -13.555  -21.832  0.09
H  -5.123  -13.736  -21.991  0.09
H  -6.065  -12.881  -23.247  0.08
H  -5.284  -16.262  -24.776  0.06
H  -5.260  -14.500  -25.073  0.09
H  -4.212  -15.256  -23.873  0.08
H  -5.076  -16.303  -21.936  0.12
H  -6.612  -15.790  -21.240  0.12
H  -6.212  -17.987  -23.342  0.11
H  -6.722  -18.130  -21.636  0.11
H  -8.813  -17.103  -22.067  0.12
H  -8.582  -18.305  -23.273  0.12
H  -8.483  -17.917  -25.519  0.09
H  -6.984  -17.013  -25.561  0.06
H  -8.391  -16.304  -26.264  0.07
H  -10.143  -15.307  -23.200  0.09
H  -10.608  -16.709  -24.129  0.10
H  -10.036  -15.234  -24.937  0.05
H  -8.479  -13.441  -24.148  0.07
C  -9.855  -8.655  -24.383  -0.05
C  -10.979  -9.679  -24.364  -0.54
C  -11.321  -9.979  -22.901  -0.02
C  -12.165  -9.075  -25.102  -0.14
C  -13.275  -10.071  -25.381  -0.17
C  -12.757  -11.298  -26.132  -0.13
C  -11.452  -11.890  -25.593  -0.51
C  -11.810  -12.878  -24.467  -0.01
C  -10.768  -12.618  -26.754  -0.02
N  -10.570  -10.831  -25.153  -0.09
O  -9.340  -11.400  -24.684  -0.02
H  -9.507  -8.464  -25.404  0.09
H  -10.234  -7.700  -24.014  0.09
H  -8.989  -8.935  -23.783  0.08
H  -12.306  -10.432  -22.780  0.07
H  -10.608  -10.708  -22.502  0.09
H  -11.270  -9.079  -22.290  0.08
H  -12.577  -8.231  -24.537  0.13
H  -11.823  -8.654  -26.054  0.13
H  -13.770  -10.393  -24.462  0.11
H  -14.027  -9.561  -25.986  0.11
H  -12.759  -11.104  -27.207  0.12
H  -13.500  -12.091  -25.998  0.12
H  -12.364  -12.366  -23.680  0.07
H  -10.906  -13.292  -24.019  0.06
H  -12.392  -13.712  -24.860  0.09
H  -9.883  -13.172  -26.440  0.07
H  -10.449  -11.857  -27.472  0.09
H  -11.473  -13.265  -27.279  0.06
H  -8.693  -10.757  -24.985  0.10
O  -11.467  -16.223  -27.405  -0.05
H  -11.833  -15.402  -27.757  0.00
H  -10.514  -16.100  -27.416  0.05
O  -13.421  -17.859  -26.122  -0.06
H  -14.280  -17.695  -26.516  0.02
H  -12.850  -17.138  -26.417  -0.02
O  -13.355  -17.787  -29.754  -0.06
H  -14.151  -17.263  -29.870  0.02
H  -13.003  -17.520  -28.897  0.00
O  -13.463  -14.792  -28.791  -0.04
H  -14.420  -14.739  -28.721  0.06
H  -13.270  -14.673  -29.726  0.06

As for the HOMO-LUMO gap: 8.01 eV. The SMILES is CC1(C)CCCC(C)(C)N1O.CC1(C)CCCC(C)(C)N1O.O.O.O.O.

Version Q
DFT (wB97M-V/def2-TZVPD) results for a 6-piece molecular cluster, C18H46N2O6 overall.

Each line ends with the Löwdin charge.
Element x y z (Å)
C  4.253  2.217  -0.614  -0.03
C  2.725  2.136  -0.700  -0.52
C  2.110  2.693  0.594  -0.03
C  2.300  3.067  -1.844  -0.14
C  0.909  2.825  -2.414  -0.17
C  0.753  1.339  -2.709  -0.15
C  1.040  0.404  -1.531  -0.51
C  -0.102  0.576  -0.512  0.00
C  0.984  -1.012  -2.077  -0.02
N  2.344  0.767  -1.011  -0.08
O  2.682  -0.115  0.059  -0.01
H  4.625  3.219  -0.811  0.08
H  4.592  1.852  0.356  0.08
H  4.645  1.547  -1.383  0.09
H  2.160  1.963  1.405  0.07
H  2.732  3.511  0.975  0.09
H  1.113  3.100  0.451  0.07
H  2.312  4.092  -1.447  0.12
H  3.031  3.176  -2.652  0.12
H  0.127  3.220  -1.757  0.11
H  0.714  3.337  -3.359  0.11
H  1.439  1.084  -3.525  0.12
H  -0.246  1.166  -3.120  0.10
H  -0.124  1.597  -0.134  0.06
H  0.066  -0.017  0.382  0.05
H  -1.080  0.412  -0.961  0.08
H  1.624  -1.159  -2.953  0.09
H  -0.046  -1.263  -2.313  0.07
H  1.365  -1.772  -1.386  0.08
H  3.469  -0.568  -0.262  0.11
C  0.296  0.731  3.327  -0.04
C  -0.416  -0.578  3.686  -0.50
C  0.407  -1.271  4.807  -0.01
C  -1.825  -0.269  4.148  -0.15
C  -2.747  -1.503  4.197  -0.18
C  -2.722  -2.184  2.822  -0.14
C  -1.309  -2.586  2.426  -0.52
C  -0.818  -3.776  3.255  -0.03
C  -1.390  -3.060  0.978  -0.05
N  -0.478  -1.374  2.430  -0.09
O  0.849  -1.670  2.021  -0.03
H  0.307  1.430  4.164  0.09
H  -0.248  1.197  2.502  0.08
H  1.323  0.506  3.047  0.07
H  0.661  -2.296  4.572  0.06
H  -0.129  -1.255  5.759  0.08
H  1.341  -0.733  4.969  0.08
H  -1.901  0.246  5.105  0.12
H  -2.320  0.362  3.397  0.12
H  -3.761  -1.133  4.366  0.11
H  -2.457  -2.177  5.007  0.10
H  -3.078  -1.394  2.155  0.12
H  -3.396  -3.039  2.845  0.12
H  -0.942  -3.598  4.325  0.07
H  -1.473  -4.640  3.111  0.09
H  0.214  -4.021  3.019  0.09
H  -0.426  -3.219  0.480  0.08
H  -1.877  -4.040  0.911  0.08
H  -1.926  -2.443  0.247  0.08
H  0.984  -1.016  1.325  0.04
O  -1.134  2.482  -5.769  -0.08
H  -1.561  2.426  -6.628  0.03
H  -0.806  1.585  -5.612  -0.03
O  -0.403  -0.261  -5.592  -0.04
H  -0.979  -0.903  -6.020  0.07
H  0.488  -0.505  -5.863  0.07
O  -2.597  -0.837  -3.266  -0.06
H  -2.002  -0.302  -3.806  0.00
H  -2.224  -0.807  -2.380  0.01
O  -3.833  0.910  -5.413  -0.06
H  -4.215  0.084  -5.099  0.03
H  -3.989  1.539  -4.702  0.04

As for the HOMO-LUMO gap: 8.69 eV. The SMILES is CC1(C)CCCC(C)(C)N1O.CC1(C)CCCC(C)(C)N1O.O.O.O.O.

Which is the most stable structure? version P is the most stable.

Version P
DFT (wB97M-V/def2-TZVPD) results for an isolated ion of composition C10H13N2 and charge +1.

Each line ends with the Löwdin charge.
Element x y z (Å)
C  1.602  -1.149  -2.218  0.14
C  0.773  -0.785  -1.264  -0.27
N  -0.633  -1.144  -1.209  0.16
C  -1.324  0.183  -0.241  -0.44
C  -1.590  1.124  -1.349  0.00
N  -2.399  -0.084  0.546  0.16
C  -0.091  0.422  0.550  -0.14
C  -0.198  1.040  1.764  0.01
C  0.908  0.916  2.661  -0.02
C  2.047  0.347  2.183  -0.05
C  2.240  -0.150  0.856  0.04
C  1.126  -0.180  0.041  -0.10
H  1.315  -1.862  -2.899  0.05
H  2.673  -1.102  -2.163  0.09
H  -1.124  -1.151  -2.126  0.18
H  -0.646  -2.083  -0.895  0.16
H  -2.384  0.694  -1.956  0.10
H  -0.637  1.341  -1.923  0.13
H  -1.891  2.061  -0.857  0.12
H  -3.314  -0.011  0.099  0.13
H  -2.299  -0.760  1.296  0.14
H  -1.047  1.652  1.942  0.12
H  0.965  1.022  3.700  0.10
H  2.714  0.108  2.924  0.09
H  3.213  -0.449  0.538  0.11

As for the HOMO-LUMO gap: 9.34 eV. The SMILES is C=C1[NH2+][C@@](C)(N)c2ccccc21. As for the charge: +1.

Version Q
DFT (wB97M-V/def2-TZVPD) results for an isolated ion of composition C10H13N2 and charge +1.

Each line ends with the Löwdin charge.
Element x y z (Å)
C  1.122  2.291  -0.572  -0.04
C  0.737  0.929  -0.198  -0.25
C  1.650  -0.026  -0.064  -0.09
N  1.487  -1.408  0.076  0.05
C  2.093  -2.049  0.991  -0.19
N  2.832  -1.452  1.903  0.15
C  -0.681  0.563  -0.312  -0.13
C  -1.281  -0.520  0.380  -0.05
C  -2.575  -0.833  0.193  -0.13
C  -3.436  -0.187  -0.609  -0.07
C  -2.877  0.853  -1.337  -0.08
C  -1.604  1.322  -1.191  0.00
H  2.255  2.537  -0.391  0.13
H  0.527  3.027  0.027  0.11
H  0.777  2.365  -1.626  0.10
H  2.762  0.226  0.111  0.16
H  1.052  -2.050  -0.604  0.20
H  2.262  -3.182  0.979  0.20
H  2.528  -0.493  2.203  0.15
H  3.019  -2.041  2.763  0.16
H  -0.577  -0.947  1.148  0.13
H  -3.005  -1.556  0.860  0.11
H  -4.428  -0.720  -0.696  0.15
H  -3.437  1.247  -2.249  0.14
H  -1.202  2.105  -1.787  0.09

As for the HOMO-LUMO gap: 8.45 eV. The SMILES is C/C(=C/[NH+]=C\N)c1ccccc1. As for the charge: +1.

Version R
DFT (wB97M-V/def2-TZVPD) results for an isolated ion of composition C10H13N2 and charge +1.

Each line ends with the Löwdin charge.
Element x y z (Å)
C  -3.484  0.925  -0.045  0.13
C  -2.729  -0.119  -0.161  -0.06
N  -2.271  -1.208  -0.426  0.19
C  -1.226  -1.926  -0.276  0.02
C  -0.011  -1.335  0.027  -0.22
C  1.151  -1.989  -0.178  0.04
C  2.401  -1.361  -0.009  -0.03
C  2.459  0.010  0.109  0.06
C  1.180  0.853  -0.065  -0.32
C  1.147  1.614  -1.467  -0.03
N  0.022  0.064  0.355  -0.12
C  -0.386  0.385  1.715  -0.05
H  -3.291  1.945  0.348  0.11
H  -4.489  0.950  -0.230  0.06
H  -1.399  -2.922  -0.547  0.14
H  1.157  -3.028  -0.454  0.13
H  3.204  -1.974  -0.272  0.10
H  3.430  0.489  0.112  0.12
H  1.122  1.803  0.608  0.17
H  2.264  1.936  -1.626  0.12
H  0.391  2.467  -1.308  0.10
H  0.925  1.034  -2.338  0.05
H  -0.945  -0.451  1.958  0.06
H  0.402  0.526  2.488  0.12
H  -1.027  1.313  1.685  0.11

As for the HOMO-LUMO gap (spin up / spin down): 6.81 / 6.81 eV. The SMILES is C=C=[N+]=CC1=CC=C[C@@H](C)N1C. As for the charge: +1.

Which is the most stable structure? version P is the most stable.